1.
This record from the Open Molecules 2025 dataset describes an isolated molecule of C2H5N3S at a distorted geometry. The level of theory is ωB97M-V/def2-TZVPD.

Results
- Energy above the lowest of the compared OMol25 structures with the same formula, charge and spin: 0.570 eV
- SMILES: [H]/N=C\NC(N)=S
- E: -641.6631 Eh
- Orbital gap: 0.3374 Eh

Geometry as XYZ:
```
11
Properties=species:S:1:pos:R:3:forces:R:3
H -0.225472 -1.889913 -0.640526 -0.16 -0.28 0.40
N -0.435777 -2.325256 0.274944 0.34 1.31 0.11
C -0.463520 -1.436884 1.181753 -0.35 -0.58 0.64
N -0.309604 -0.025023 1.135448 0.51 0.27 -0.81
C 0.120911 0.741835 0.052473 -0.86 -0.19 0.25
N 0.149996 2.080825 0.397045 1.13 0.26 0.19
S 0.409642 0.265910 -1.534186 -0.17 0.08 1.24
H -0.663134 -1.747795 2.231580 0.08 0.19 -0.70
H -0.569918 0.503269 1.985962 0.28 -0.69 -0.92
H 0.616534 2.305312 1.299761 -0.62 -0.21 -0.99
H 0.511067 2.631029 -0.387220 -0.18 -0.15 0.56
```
Forces are in eV/Å.

---

2.
This record from the Open Molecules 2025 dataset describes a cluster of 9 separate species, C10H36BF4N12O10 in total at a distorted geometry. The level of theory is ωB97M-V/def2-TZVPD.

Results
- Energy above the lowest of the compared OMol25 structures with the same formula, charge and spin: 0.000 eV
- E: -2236.9963 Eh
- Net charge: -1
- Orbital gap: 0.3584 Eh

Geometry as XYZ:
```
73
Properties=species:S:1:pos:R:3:forces:R:3
B 10.803456 12.739034 8.954053 -0.43 2.22 -0.04
F 11.696896 11.748633 9.230391 0.18 -0.78 -0.25
F 9.912537 12.878727 10.054657 0.58 0.20 -0.83
F 11.602665 14.000407 8.738113 -1.35 -1.52 0.11
F 9.992555 12.523823 7.766680 0.94 0.22 0.86
C 13.451860 7.102678 9.490298 -0.31 0.55 1.67
C 13.142619 6.623232 8.072665 -0.82 -1.77 2.12
O 14.211802 5.784572 7.669155 -0.13 0.33 0.62
O 13.292563 8.539432 9.610507 0.61 -0.43 -1.02
H 14.483443 6.856381 9.854944 -0.74 -0.20 -0.71
H 12.730849 6.697119 10.241482 0.55 0.08 -0.63
H 12.838884 7.472951 7.533421 0.65 1.23 -1.49
H 12.180087 6.071333 8.121049 0.53 -0.24 -0.08
H 14.327801 5.783723 6.736022 -0.03 0.11 -1.14
H 13.875174 8.845718 8.875340 -0.37 0.55 0.49
C 8.871638 8.153448 11.325204 -0.08 -0.37 -1.31
C 10.301192 8.413555 10.902896 0.73 1.03 0.56
O 10.520251 9.855687 10.975608 -0.33 -0.61 -0.13
O 8.466860 9.027782 12.327027 0.07 1.14 1.06
H 8.752093 7.107941 11.658073 0.04 0.41 -0.02
H 8.233464 8.298832 10.439727 0.04 -0.18 0.06
H 10.528791 8.072331 9.902797 -0.22 -0.30 -0.11
H 11.004828 7.979169 11.609820 0.09 -0.28 0.15
H 11.053176 10.124607 10.221972 0.09 0.08 0.06
H 8.992773 9.858524 12.248008 -0.38 -0.90 -0.11
C 12.251547 15.021438 4.867493 0.43 -0.03 0.99
O 12.516039 15.354316 3.734566 0.19 0.16 -0.48
N 11.110010 14.393705 5.223657 -1.46 -0.90 0.56
N 13.071175 15.208394 5.944715 1.32 0.67 1.13
H 10.663865 13.888692 4.506655 -0.53 -0.18 -1.16
H 10.882142 13.956360 6.112269 0.71 0.53 0.14
H 13.829054 15.886166 5.910262 -0.47 -0.35 -0.45
H 12.774715 15.014732 6.898451 -0.27 -0.07 -0.47
C 9.247197 16.235065 11.221735 -0.96 0.91 1.79
O 8.724621 17.266048 11.701440 0.77 -1.56 -0.78
N 9.559282 15.156456 12.021496 0.31 -0.80 -0.42
N 9.499080 16.123312 9.887567 0.50 0.05 -0.45
H 9.127405 15.105366 12.933339 0.09 0.36 -0.30
H 9.856717 14.248962 11.632773 -0.40 0.98 0.04
H 9.471201 17.043176 9.474393 0.04 -0.16 -0.23
H 10.223125 15.496326 9.533224 -0.34 0.17 0.30
C 15.444451 10.108923 12.449468 -0.90 1.71 2.56
O 16.593061 10.491071 12.581933 0.24 -0.01 -0.56
N 14.376496 10.896703 12.886686 0.88 -0.41 -0.50
N 15.080351 8.843683 12.246277 1.90 -1.28 -0.45
H 13.452205 10.787166 12.522666 -0.27 0.07 -0.11
H 14.701131 11.783150 13.183172 -0.20 0.93 -0.01
H 15.884807 8.349460 11.887866 -0.43 -0.52 -0.24
H 14.201975 8.677849 11.848873 -1.26 -0.47 -0.81
C 6.473820 11.766821 9.270542 -2.64 0.09 -0.19
O 5.269714 11.683179 9.608953 2.14 -0.24 -0.13
N 7.491095 11.068897 9.813276 -0.55 -0.45 0.76
N 6.803327 12.545070 8.172253 0.18 0.24 0.06
H 8.453686 11.315992 9.639556 -0.10 -0.05 0.25
H 7.229043 10.569495 10.663760 0.51 0.18 -0.39
H 6.087401 13.233663 7.999505 -0.14 -0.09 -0.02
H 7.695615 12.986368 8.277456 0.64 0.20 -0.24
C 14.619690 10.897511 6.873185 -0.17 -2.11 1.44
O 14.747104 9.713464 7.234779 0.14 0.60 -0.67
N 15.104298 11.380641 5.708319 0.24 -0.64 -1.06
N 13.931856 11.770426 7.623113 0.08 0.44 0.50
H 14.983342 10.730150 4.941802 0.64 0.47 0.03
H 15.349306 12.344073 5.566577 -0.41 -0.02 -0.10
H 13.389387 12.353829 7.029849 -0.58 0.95 0.16
H 13.467481 11.391836 8.440962 0.13 0.24 -0.28
C 9.143496 8.748372 7.431976 -0.97 -1.23 0.86
O 9.387142 7.680904 8.015095 -0.41 0.80 -0.89
N 10.091528 9.716375 7.311838 -0.39 1.06 -0.26
N 7.875893 9.019311 6.890308 1.99 0.15 -0.01
H 9.739965 10.692376 7.246256 0.90 -1.05 0.17
H 10.954489 9.526713 7.830968 -0.64 0.32 -0.36
H 7.109910 8.490374 7.237321 -0.28 -0.28 0.22
H 7.693224 9.916811 6.477701 -0.13 0.07 0.19
```
Forces are in eV/Å.

---

3.
This record from the Open Molecules 2025 dataset describes a cluster of 2 separate species, C15H27ClF3NO3 in total at a distorted geometry. The level of theory is ωB97M-V/def2-TZVPD.

Results
- E: -1627.6935 Eh
- Spin multiplicity: 2
- Net charge: -1
- Orbital gap (spin up / spin down): 0.2051 / 0.2025 Eh

Geometry as XYZ:
```
50
Properties=species:S:1:pos:R:3:forces:R:3
C -2.533877 -3.495178 -1.460034 -1.67 0.02 -0.30
C -2.911256 -1.887933 -1.425178 0.74 0.38 -0.36
C -2.080036 -1.072164 -0.225582 -1.18 -1.21 -0.67
O -1.239868 -0.060703 -0.885621 0.53 -1.33 1.95
C 0.170612 -0.146904 -0.472617 1.29 0.69 -0.21
C 0.808242 -1.472444 -1.195152 0.54 -0.80 -0.62
C 1.634807 -2.480480 -0.201887 0.01 -0.62 -1.10
O 0.765715 -3.256416 0.724755 0.13 0.68 -2.18
C 2.446696 -3.638004 -1.095693 1.08 -0.40 1.16
F 3.200233 -3.042945 -2.230894 -2.36 -2.45 3.33
F 1.579612 -4.761095 -1.521748 2.92 3.51 0.79
F 3.443772 -4.228389 -0.129113 -2.73 1.42 -3.47
C 0.928347 1.169721 -1.148603 -0.34 -0.65 0.06
C 0.553258 2.594041 -0.429948 0.57 1.93 -2.21
C 1.690964 3.688909 -0.984516 0.12 -0.98 -0.31
C -0.895449 3.171869 -1.002695 0.08 0.41 -0.72
N 0.673518 2.613471 1.074420 1.41 -2.20 -0.75
O 1.972716 2.684220 1.438673 -2.23 -0.31 -1.13
C 0.023022 1.429595 1.748089 -1.11 -1.51 2.85
C 0.596696 1.438834 3.320377 -1.65 -0.76 -0.99
C -1.629017 1.572522 1.912438 0.06 1.03 -0.07
C 0.431064 -0.037627 1.141768 0.15 0.06 0.10
H -3.572597 -4.063201 -1.606516 2.39 0.95 0.22
H -2.091269 -3.906191 -0.450346 -0.69 0.91 -2.05
H -1.868807 -3.721085 -2.398414 -1.10 0.26 2.08
H -2.552154 -1.444490 -2.463386 -0.76 -0.73 2.25
H -4.070970 -1.689373 -1.369742 2.34 -0.59 0.09
H -1.477502 -1.910976 0.347070 -0.92 2.03 -1.05
H -2.855871 -0.588458 0.525259 1.79 -0.78 -1.54
H -0.005481 -2.143837 -1.752533 1.49 1.57 1.35
H 1.532702 -1.099419 -2.067444 -1.42 -0.91 2.01
H 2.499630 -1.904497 0.384285 -2.17 -1.55 -1.06
H 0.008149 -3.693534 0.201066 1.91 1.16 0.80
H 0.607406 1.206949 -2.285907 0.58 0.02 2.26
H 2.100225 0.978170 -1.137853 -2.46 0.42 0.27
H 2.731064 3.118678 -1.039631 -2.09 1.57 0.40
H 1.413955 3.963196 -2.093050 0.43 -0.40 2.14
H 1.731668 4.644992 -0.291809 -0.04 -2.13 -1.49
H -1.331429 2.430546 -1.827482 0.70 1.50 2.12
H -0.696552 4.190941 -1.592045 -0.34 -2.17 1.40
H -1.663567 3.437114 -0.161072 1.47 -0.81 -1.63
H -0.158589 0.826135 3.989325 1.31 0.93 -1.35
H 0.654431 2.571115 3.691855 -0.19 -2.94 -0.85
H 1.640880 0.909636 3.334601 -2.11 1.38 0.15
H -1.839801 2.626654 2.430544 0.52 -2.29 -1.01
H -2.085098 0.734245 2.620244 1.21 1.69 -1.61
H -2.198748 1.594868 0.891131 1.08 -0.23 1.89
H 1.586434 -0.190350 1.390036 -2.41 0.44 -0.79
H -0.128338 -0.879146 1.767859 1.08 1.87 -1.43
Cl 2.460460 3.218419 4.012719 2.03 1.88 1.31
```
Forces are in eV/Å.

---

4.
This record from the Open Molecules 2025 dataset describes a structure of composition C12H14IrN4O5 at a distorted geometry. The level of theory is ωB97M-V/def2-TZVPD.

Results
- E: -1164.3536 Eh
- Spin multiplicity: 6
- Net charge: +2
- Orbital gap (spin up / spin down): 0.3063 / 0.1848 Eh

Geometry as XYZ:
```
36
Properties=species:S:1:pos:R:3:forces:R:3
Ir 0.390318 1.621623 -0.392586 4.62 4.16 1.26
O 0.813535 4.953133 -2.403792 0.60 -2.39 2.65
C 0.917886 4.150393 -1.509301 -2.59 2.03 -0.54
O 0.167422 3.753673 -0.479196 1.50 0.87 -3.13
C 2.443447 3.174312 -1.427111 2.64 -0.48 -0.49
O 3.298378 3.462662 -2.211428 -1.99 -0.49 1.70
O 2.324679 2.326951 -0.432658 0.19 1.17 -2.38
N 1.195881 -0.518055 1.766581 -0.04 0.62 0.34
C 0.947813 0.682591 2.394523 0.39 -0.02 0.84
C 0.816862 0.809738 3.805275 -0.35 0.39 -0.36
C 0.558305 2.069388 4.330432 -0.40 -0.82 0.25
C 0.491258 3.184049 3.474826 0.25 0.84 0.16
C 0.662779 3.042250 2.129046 0.02 -0.64 0.90
N 0.843816 1.781893 1.613279 -0.54 0.42 0.76
H 1.387754 -1.305645 2.386537 0.03 0.27 -0.47
H 1.744760 -0.457522 0.909552 -0.01 -0.34 0.55
H 0.874873 -0.079459 4.428148 0.04 0.21 -0.07
H 0.330192 2.202710 5.408585 0.46 -0.19 -0.84
H 0.343444 4.184065 3.889667 -0.04 -0.38 -0.16
H 0.620193 3.872577 1.426137 0.07 -0.40 0.46
N -0.872268 0.392969 -0.512936 -3.41 -4.58 -2.03
C -0.954911 -0.585276 -1.201806 -2.55 -0.91 0.16
N -1.536478 -1.608189 -1.772003 3.16 2.38 1.09
C -2.161639 -2.513044 -0.880811 -2.79 -1.82 1.18
C -1.608003 -3.930757 -0.884250 0.26 -1.40 -0.94
O -1.485834 -4.423123 -2.237689 0.50 1.73 0.09
C -0.584206 -3.566795 -2.988285 0.24 -0.74 1.51
C -1.070629 -2.111675 -3.038041 -0.77 -0.71 -2.27
H -3.210292 -2.572122 -1.254419 0.51 -0.13 0.20
H -2.255367 -2.118312 0.131454 0.29 0.15 -0.08
H -2.355103 -4.610186 -0.436835 0.35 0.52 0.08
H -0.633965 -4.103945 -0.376685 -0.45 0.55 -0.07
H -0.578181 -3.979927 -3.994671 0.26 0.17 0.02
H 0.425694 -3.616971 -2.504793 -0.56 -0.05 -0.51
H -1.961863 -2.136644 -3.686791 0.26 0.29 0.07
H -0.330559 -1.427337 -3.467970 -0.16 -0.25 0.07
```
Forces are in eV/Å.

---

5.
This record from the Open Molecules 2025 dataset describes a cluster of 3 separate species, C4H8O2 in total at a distorted geometry. The level of theory is ωB97M-V/def2-TZVPD.

Results
- Energy above the lowest of the compared OMol25 structures with the same formula, charge and spin: 5.373 eV
- E: -307.5150 Eh
- Orbital gap: 0.3944 Eh

Geometry as XYZ:
```
14
Properties=species:S:1:pos:R:3:forces:R:3
C 1.948484 -0.057178 0.513059 0.35 0.79 -2.63
O 0.754200 0.534475 0.795367 -0.44 -0.30 0.81
C -0.185368 0.368211 -0.173280 1.31 0.29 -1.85
C -0.871028 -0.990571 -0.406406 0.30 -0.19 -0.13
O -2.170572 -0.424504 -0.166801 0.22 0.06 0.08
C -1.617010 0.855739 0.196045 0.42 0.37 -0.43
H 1.909688 -1.132052 0.283511 -0.10 0.23 0.28
H 2.035767 0.435295 -0.908400 0.52 -0.92 3.09
H 2.669914 0.195659 1.321997 -0.27 -0.01 -1.10
H 0.723844 0.676908 -1.309616 -2.51 -0.29 2.13
H -0.597327 -1.765311 0.328215 -0.08 0.19 -0.07
H -0.783541 -1.402096 -1.419322 -0.07 0.07 0.20
H -1.771594 1.091055 1.266655 0.33 -0.15 -0.43
H -2.028562 1.667953 -0.412509 0.03 -0.15 0.05
```
Forces are in eV/Å.